Record 1
{
  "formula": "C27H30N5OPPtS",
  "method": "the ωB97M-V functional and the def2-TZVPD basis",
  "spin_multiplicity": 3,
  "e_above_lowest_kj_mol": 5.2,
  "gap_ev": [7.669, 6.934],
  "largest_force_ev_per_a": 0.2,
  "total_charge": 2,
  "species": ["Pt", "C", "C", "N", "N", "C", "S", "N", "N", "H", "H", "H", "H", "H", "H", "C", "C", "C", "C", "C", "O", "C", "N", "C", "C", "C", "C", "C", "C", "P", "C", "C", "C", "C", "C", "C", "C", "C", "C", "C", "C", "C", "H", "H", "H", "H", "H", "H", "H", "H", "H", "H", "H", "H", "H", "H", "H", "H", "H", "H", "H", "H", "H", "H", "H", "H"],
  "positions_angstrom": [[-0.636, 0.351, 0.888], [-3.937, -3.857, 1.261], [-4.144, -2.446, 0.867], [-5.255, -1.895, 0.504], [-4.939, -0.590, 0.232], [-3.657, -0.310, 0.417], [-2.802, 1.139, 0.193], [-3.133, -1.489, 0.833], [-1.773, -1.636, 1.118], [-4.884, -4.383, 1.175], [-3.592, -3.932, 2.294], [-3.204, -4.340, 0.612], [-5.662, 0.043, -0.077], [-1.341, -2.267, 0.439], [-1.660, -2.024, 2.052], [-1.288, 1.983, 3.809], [0.097, 2.608, 3.677], [1.172, 1.702, 4.274], [0.413, 3.008, 2.230], [1.671, 3.876, 2.101], [2.580, 3.076, 1.299], [1.962, 1.968, 0.941], [0.747, 1.846, 1.371], [2.793, 1.013, 0.173], [4.171, 1.166, 0.320], [5.059, 0.305, -0.307], [4.579, -0.718, -1.102], [3.209, -0.868, -1.275], [2.306, -0.019, -0.649], [0.548, -0.161, -1.057], [0.304, 0.845, -2.529], [0.994, 0.520, -3.701], [0.841, 1.306, -4.828], [0.010, 2.422, -4.791], [-0.665, 2.754, -3.628], [-0.521, 1.966, -2.494], [0.221, -1.884, -1.484], [-0.673, -2.196, -2.508], [-1.052, -3.516, -2.718], [-0.547, -4.527, -1.913], [0.345, -4.223, -0.889], [0.726, -2.907, -0.670], [-1.533, 1.806, 4.856], [-1.323, 1.005, 3.309], [-2.065, 2.614, 3.377], [0.090, 3.550, 4.236], [1.179, 0.726, 3.783], [0.981, 1.538, 5.333], [2.173, 2.131, 4.189], [-0.456, 3.509, 1.798], [2.159, 4.065, 3.054], [1.512, 4.815, 1.578], [4.552, 1.962, 0.942], [6.123, 0.441, -0.169], [5.261, -1.397, -1.596], [2.843, -1.664, -1.912], [1.647, -0.344, -3.732], [1.371, 1.054, -5.737], [-0.105, 3.035, -5.675], [-1.305, 3.626, -3.602], [-1.043, 2.230, -1.585], [-1.067, -1.413, -3.143], [-1.734, -3.755, -3.524], [-0.833, -5.556, -2.090], [0.757, -5.012, -0.273], [1.435, -2.674, 0.119]]
}

---

Record 2
{
  "formula": "C3H8N4O",
  "method": "the ωB97M-V functional and the def2-TZVPD basis",
  "spin_multiplicity": 1,
  "e_above_lowest_kj_mol": 672.9,
  "gap_ev": 9.142,
  "largest_force_ev_per_a": 9.4,
  "total_charge": 0,
  "species": ["C", "C", "C", "H", "H", "H", "H", "H", "H", "H", "H", "N", "N", "N", "N", "O"],
  "positions_angstrom": [[-1.187, -0.994, 1.052], [0.415, 0.722, 0.934], [0.669, 0.368, -1.321], [-1.858, -0.343, 0.408], [-0.446, -1.754, 0.569], [-1.835, -1.419, 1.733], [-0.330, -0.448, 2.584], [1.400, 0.266, 2.501], [-0.652, 1.586, -2.055], [-0.491, 0.427, -3.366], [1.719, -0.858, -2.326], [-0.580, 0.024, 1.772], [1.456, 1.039, 1.622], [0.406, 1.116, -2.521], [1.195, -0.714, -1.310], [0.118, 0.982, -0.275]]
}

---

Record 3
{
  "formula": "C28H78N9NbO5P3",
  "method": "the ωB97M-V functional and the def2-TZVPD basis",
  "spin_multiplicity": 1,
  "gap_ev": 4.919,
  "largest_force_ev_per_a": 7.9,
  "total_charge": -1,
  "species": ["C", "O", "C", "C", "C", "C", "C", "C", "C", "Nb", "C", "C", "O", "H", "H", "H", "H", "H", "H", "H", "H", "H", "H", "H", "H", "H", "H", "H", "H", "H", "H", "H", "H", "H", "H", "H", "H", "O", "P", "N", "C", "C", "N", "C", "C", "N", "C", "C", "H", "H", "H", "H", "H", "H", "H", "H", "H", "H", "H", "H", "H", "H", "H", "H", "H", "H", "O", "P", "N", "C", "C", "N", "C", "C", "N", "C", "C", "H", "H", "H", "H", "H", "H", "H", "H", "H", "H", "H", "H", "H", "H", "H", "H", "H", "H", "O", "P", "N", "C", "C", "N", "C", "C", "N", "C", "C", "H", "H", "H", "H", "H", "H", "H", "H", "H", "H", "H", "H", "H", "H", "H", "H", "H", "H"],
  "positions_angstrom": [[0.735, -2.627, 4.814], [1.948, -1.886, 4.624], [2.655, -2.260, 3.437], [2.677, -1.100, 2.328], [1.203, -0.694, 1.898], [0.689, -1.373, 0.565], [0.336, -2.911, 0.685], [-0.953, -3.233, 1.553], [-2.332, -2.758, 0.904], [-3.914, -2.560, 2.571], [-3.918, -0.254, 2.433], [-2.402, 0.171, 2.249], [-2.010, 1.234, 1.756], [-0.153, -2.017, 4.443], [0.512, -2.837, 5.909], [0.689, -3.612, 4.271], [3.744, -2.398, 3.749], [2.340, -3.239, 2.980], [3.109, -0.193, 2.865], [3.346, -1.344, 1.455], [0.539, -0.836, 2.794], [1.223, 0.427, 1.699], [-0.214, -0.855, 0.125], [1.517, -1.271, -0.211], [1.200, -3.535, 1.060], [0.120, -3.286, -0.368], [-0.817, -2.867, 2.607], [-1.011, -4.369, 1.627], [-2.730, -3.548, 0.181], [-2.207, -1.816, 0.293], [-2.612, -2.559, 3.868], [-5.125, -2.353, 3.947], [-5.299, -2.542, 1.384], [-4.136, -4.371, 2.704], [-4.249, 0.230, 3.407], [-4.491, 0.131, 1.540], [-1.623, -0.591, 2.554], [-7.225, -6.648, 2.361], [-6.319, -7.716, 1.722], [-6.523, -7.098, 0.146], [-7.199, -7.603, -1.024], [-5.841, -5.841, -0.144], [-7.308, -9.043, 2.233], [-8.254, -9.774, 1.409], [-7.916, -8.859, 3.557], [-5.138, -8.918, 1.116], [-3.759, -8.509, 1.397], [-5.153, -9.749, -0.062], [-6.479, -7.840, -1.820], [-7.898, -6.862, -1.428], [-7.784, -8.501, -0.845], [-4.836, -6.030, -0.547], [-5.728, -5.233, 0.755], [-6.393, -5.229, -0.862], [-8.897, -9.115, 0.815], [-8.921, -10.392, 2.017], [-7.757, -10.498, 0.766], [-8.837, -8.263, 3.504], [-7.229, -8.359, 4.241], [-8.156, -9.826, 4.007], [-3.393, -7.796, 0.648], [-3.083, -9.371, 1.420], [-3.694, -8.027, 2.379], [-4.644, -9.275, -0.912], [-6.140, -10.042, -0.401], [-4.628, -10.686, 0.158], [4.099, 1.393, -2.326], [5.006, 2.402, -1.594], [6.156, 1.214, -1.166], [6.535, 0.630, 0.098], [6.987, 0.706, -2.248], [3.805, 2.850, -0.438], [3.720, 2.385, 0.937], [2.441, 2.894, -0.981], [6.050, 3.684, -0.901], [6.778, 4.411, -1.944], [6.814, 3.725, 0.322], [7.564, 0.910, 0.365], [6.497, -0.465, 0.056], [5.899, 0.919, 0.928], [7.908, 1.297, -2.343], [6.462, 0.751, -3.205], [7.261, -0.342, -2.097], [3.851, 1.301, 1.024], [2.748, 2.615, 1.384], [4.421, 2.905, 1.585], [1.975, 1.901, -0.998], [2.435, 3.289, -1.999], [1.809, 3.559, -0.387], [7.680, 3.869, -2.256], [7.070, 5.410, -1.604], [6.145, 4.548, -2.829], [7.849, 3.386, 0.179], [6.397, 3.147, 1.139], [6.850, 4.759, 0.683], [3.594, 9.235, -2.175], [2.120, 8.869, -2.442], [2.465, 7.214, -2.673], [2.428, 6.359, -3.835], [2.808, 6.456, -1.476], [1.981, 9.892, -3.830], [2.030, 9.466, -5.218], [2.728, 11.151, -3.721], [0.367, 8.536, -2.594], [-0.293, 8.501, -1.285], [-0.361, 7.692, -3.512], [1.641, 5.599, -3.736], [3.378, 5.827, -3.965], [2.249, 6.885, -4.767], [1.908, 6.017, -1.026], [3.280, 7.093, -0.725], [3.518, 5.651, -1.686], [2.856, 8.776, -5.420], [2.164, 10.316, -5.894], [1.087, 9.033, -5.544], [3.784, 11.023, -3.989], [2.681, 11.551, -2.707], [2.295, 11.913, -4.376], [-0.167, 7.525, -0.800], [-1.363, 8.712, -1.372], [0.130, 9.263, -0.622], [-0.515, 6.680, -3.115], [0.091, 7.588, -4.491], [-1.349, 8.132, -3.690]]
}

---

> Which formula does entry 1 have?

C27H30N5OPPtS

---

Copy entry 2 word for word.
{
  "formula": "C3H8N4O",
  "method": "the ωB97M-V functional and the def2-TZVPD basis",
  "spin_multiplicity": 1,
  "e_above_lowest_kj_mol": 672.9,
  "gap_ev": 9.142,
  "largest_force_ev_per_a": 9.4,
  "total_charge": 0,
  "species": ["C", "C", "C", "H", "H", "H", "H", "H", "H", "H", "H", "N", "N", "N", "N", "O"],
  "positions_angstrom": [[-1.187, -0.994, 1.052], [0.415, 0.722, 0.934], [0.669, 0.368, -1.321], [-1.858, -0.343, 0.408], [-0.446, -1.754, 0.569], [-1.835, -1.419, 1.733], [-0.330, -0.448, 2.584], [1.400, 0.266, 2.501], [-0.652, 1.586, -2.055], [-0.491, 0.427, -3.366], [1.719, -0.858, -2.326], [-0.580, 0.024, 1.772], [1.456, 1.039, 1.622], [0.406, 1.116, -2.521], [1.195, -0.714, -1.310], [0.118, 0.982, -0.275]]
}